149
Properties=species:S:1:pos:R:3:forces:R:3 method="wB97M-V/def2-TZVPD" energy_ha=-14516.94334 lumo_energy_ev=-0.493 gap_ev=8.53
C 4.4280 2.2514 2.3423 -0.3934 0.8284 0.0931
N 4.3077 2.9803 1.0531 0.1546 -0.9785 0.1847
C 4.3434 2.1187 -0.1394 0.1302 0.8565 0.1166
C 3.1502 2.2840 -1.1205 1.5794 -1.2314 0.2560
C 3.6112 1.7155 -2.4585 -0.5019 0.4130 -0.3290
C 4.4970 2.6410 -3.2740 -0.2232 -0.3212 -0.5417
F 5.8145 2.6462 -2.8315 0.0666 0.1205 0.1675
O 2.1300 1.3824 -0.5891 0.0241 1.1354 0.5144
S 1.1799 2.2003 0.4085 -2.6235 -2.6694 0.3905
O 1.3460 1.9922 1.8122 1.9568 1.0391 -0.0134
O -0.1272 1.7048 0.0724 -0.0809 0.9238 -0.9633
O 1.5147 3.6383 -0.0962 0.2084 -0.4231 0.5632
C 2.4786 3.6480 -1.2328 -0.8875 1.3927 -0.0249
C 3.3732 4.9028 -0.9772 0.5834 -0.4867 -0.1359
N 3.5340 5.7785 -2.1321 -0.3107 -0.2465 0.0541
C 1.5711 3.9295 -2.4400 -0.3770 -1.0851 0.0006
C 0.4302 2.9185 -2.7061 -0.1403 0.6328 -0.7575
C -0.8866 3.4203 -2.1285 0.6924 0.0114 0.1900
O -1.8171 2.3367 -2.1507 -0.2827 0.2837 0.2962
C -2.8132 2.4352 -1.2488 -0.5714 0.4313 0.6516
C -3.5935 1.1506 -1.1084 0.1728 0.5831 -0.6153
O -3.0826 3.4455 -0.6308 0.5225 -0.6283 -0.5582
H 4.3050 1.1789 2.2413 0.1498 -0.1157 -0.0909
H 3.6504 2.6043 3.0149 -0.1236 -0.1310 0.0827
H 5.3714 2.5076 2.8213 0.1818 -0.3317 0.0002
H 5.1323 3.5578 1.0049 -0.1220 0.2990 -0.0433
H 4.3584 1.0522 0.1176 -0.4561 0.5533 -0.0290
H 5.2826 2.2985 -0.6599 -0.0951 -0.0021 -0.3098
H 4.1257 0.7623 -2.3500 -0.0201 -0.0677 0.2795
H 2.7224 1.5361 -3.0655 -0.0145 -0.1099 -0.0733
H 4.5084 2.2629 -4.2970 0.1209 -0.0351 -0.0544
H 4.1338 3.6648 -3.3258 0.1222 0.1380 0.2521
H 4.3652 4.5648 -0.6996 0.0153 -0.0068 0.1091
H 2.9564 5.3993 -0.1047 -0.0239 0.0599 0.0726
H 4.4956 6.0480 -2.2535 0.0432 0.1810 0.0590
H 2.9541 6.5984 -2.0516 0.0739 0.1457 -0.1370
H 2.1360 4.0270 -3.3569 0.2976 0.2223 0.0787
H 1.0991 4.8910 -2.2426 0.1658 0.2098 -0.0573
H 0.6370 1.8987 -2.3995 -0.0572 0.0107 0.2265
H 0.2932 2.8954 -3.7907 0.1531 -0.1762 0.1856
H -0.7301 3.7797 -1.1163 -0.2841 -0.1653 0.1483
H -1.2479 4.2808 -2.6944 -0.2245 -0.1124 -0.1975
H -2.9980 0.4013 -0.5968 -0.0252 -0.0743 0.0310
H -3.8244 0.8017 -2.1145 -0.0169 -0.2798 0.0323
H -4.5141 1.3801 -0.5877 -0.0343 -0.1647 0.2129
Cl 6.1842 -2.7100 2.6604 -0.1273 0.1573 -0.1345
C 6.2143 -2.9386 0.8912 -0.1207 0.1625 0.1268
C 6.9764 -1.8358 0.1862 -0.0862 -0.1057 0.1874
Cl 6.1062 -0.2754 0.2727 0.5012 -0.5098 0.0051
H 5.1857 -3.0012 0.5411 -0.0205 0.1226 0.0370
H 6.6922 -3.8956 0.7149 -0.1600 0.1897 0.2765
H 7.0900 -2.0665 -0.8698 -0.1011 0.0408 -0.0287
H 7.9665 -1.7001 0.6139 -0.0389 0.0473 0.0740
Cl 2.4809 6.2159 3.0631 0.0816 0.0415 -0.0747
C 1.5881 4.8427 3.7761 -0.1889 -0.1651 -0.0263
C 1.3683 5.0152 5.2546 -0.0442 0.0188 0.0609
Cl 2.8903 4.8943 6.1808 0.0205 0.0158 -0.0076
H 2.1357 3.9336 3.5489 0.0558 0.0373 -0.0328
H 0.6261 4.7927 3.2683 -0.0144 0.0569 0.0138
H 0.7111 4.2267 5.6190 0.0341 -0.0509 -0.0480
H 0.9122 5.9766 5.4737 0.2244 -0.0781 0.0632
Cl 1.7795 8.8671 5.8339 0.0052 -0.0450 -0.0102
C 0.7377 9.3361 4.4678 0.0405 0.1135 -0.0787
C -0.7186 9.0784 4.7554 -0.0322 0.1281 -0.0532
Cl -1.0737 7.3344 4.8431 -0.2551 0.0790 -0.0282
H 1.0721 8.7890 3.5894 0.0082 -0.0894 0.0560
H 0.8936 10.4000 4.2961 -0.0340 0.0146 0.0490
H -1.3322 9.4896 3.9557 0.0323 -0.0414 -0.0469
H -1.0271 9.5311 5.6940 0.0363 -0.0713 0.0502
Cl -3.6215 -1.0931 2.0739 -0.0936 -0.0334 0.0226
C -2.2340 0.0350 2.0782 0.1305 0.0726 -0.1214
C -1.3697 -0.1196 3.2981 0.1932 0.0339 -0.0246
Cl -2.1871 0.4266 4.7903 -0.0302 -0.0183 0.0062
H -2.6256 1.0455 1.9909 -0.0567 -0.0117 0.0303
H -1.6433 -0.1841 1.1905 0.0612 -0.0101 0.0593
H -0.4769 0.4925 3.1787 -0.0237 0.0284 -0.0339
H -1.0640 -1.1524 3.4415 -0.0594 -0.0220 0.0269
Cl 8.0332 -6.8557 1.3457 -0.0300 0.0606 0.0007
C 8.0574 -7.1059 -0.4213 -0.0456 -0.1061 0.0579
C 8.8138 -6.0140 -1.1302 0.1035 -0.1464 -0.1491
Cl 7.9476 -4.4552 -1.0324 0.5601 -0.4376 -0.6011
H 7.0271 -7.1617 -0.7668 0.2032 0.0696 0.2277
H 8.5407 -8.0649 -0.6032 0.0555 0.0276 0.0084
H 8.9193 -6.2565 -2.1866 -0.0926 -0.0077 -0.0060
H 9.8064 -5.8728 -0.7107 -0.0425 0.0859 0.0767
Cl -5.7787 -4.5414 -0.6799 -0.0478 -0.0018 -0.0148
C -5.5030 -4.2904 1.0655 0.0625 0.0821 0.0887
C -5.4891 -5.5878 1.8309 0.1328 0.0428 0.0749
Cl -7.0946 -6.3673 1.8901 0.0073 -0.0596 -0.0395
H -6.2705 -3.6120 1.4295 -0.0332 -0.0381 -0.0257
H -4.5375 -3.7971 1.1664 0.0301 -0.0488 -0.0074
H -5.1909 -5.3983 2.8606 -0.0593 0.0522 0.0101
H -4.7934 -6.2994 1.3941 -0.0586 -0.0283 -0.0537
Cl 0.2011 -3.5110 2.0609 -0.0099 0.0208 -0.0477
C 1.9607 -3.5316 2.3750 0.0892 -0.0940 0.0506
C 2.3926 -2.4142 3.2864 0.0526 -0.0228 0.1056
Cl 2.2463 -0.8168 2.5140 -0.0704 -0.0012 -0.0004
H 2.4708 -3.4809 1.4166 -0.0349 0.0468 -0.0262
H 2.1893 -4.4905 2.8369 -0.0131 0.0089 0.0312
H 3.4399 -2.5433 3.5460 0.0974 -0.0450 -0.0561
H 1.8079 -2.3968 4.2038 -0.0685 0.0182 -0.0519
Cl 4.6172 -4.5142 5.4906 -0.0498 0.0436 -0.0550
C 5.8341 -5.5859 6.2270 0.0196 -0.1230 0.0703
C 7.1808 -4.9235 6.3600 0.1508 -0.0294 0.0770
Cl 7.9721 -4.6436 4.7858 -0.0351 -0.0803 0.1270
H 5.8934 -6.4884 5.6243 0.0051 0.0452 -0.0736
H 5.4609 -5.8523 7.2145 0.0188 0.0414 0.0198
H 7.8422 -5.5714 6.9330 -0.0236 -0.0332 -0.0001
H 7.1072 -3.9670 6.8709 -0.0440 0.0312 -0.0609
Cl -1.1250 1.5700 -5.4324 -0.0946 -0.1120 -0.2380
C -2.8322 2.0698 -5.3239 -0.0786 0.0698 0.0630
C -3.7208 1.2633 -6.2329 -0.1465 -0.0321 0.0778
Cl -3.4169 1.6096 -7.9573 0.0795 -0.0441 -0.0073
H -2.8862 3.1311 -5.5534 0.0381 -0.0116 -0.0661
H -3.1340 1.9255 -4.2892 0.0246 -0.0538 0.0354
H -4.7633 1.5117 -6.0396 0.0134 0.0678 -0.0114
H -3.5856 0.1961 -6.0787 0.0758 0.0000 -0.0497
Cl 4.2164 -5.8681 0.2399 0.0614 -0.0034 0.0032
C 3.7515 -5.5226 -1.4469 -0.0941 0.1022 -0.0096
C 3.7830 -6.7621 -2.3022 -0.1325 0.0354 -0.0513
Cl 5.4493 -7.3537 -2.5370 -0.1900 -0.0966 -0.2701
H 4.4241 -4.7585 -1.8304 0.0674 -0.0420 0.0278
H 2.7410 -5.1173 -1.4255 -0.0270 -0.0524 0.0147
H 3.3777 -6.5426 -3.2882 0.0567 0.0486 -0.0131
H 3.2009 -7.5669 -1.8617 0.0689 -0.0215 0.0609
Cl -8.3575 -1.9276 1.3097 0.0309 0.0533 -0.0152
C -9.3068 -3.2805 1.9873 -0.0215 0.0009 -0.0626
C -9.5748 -3.1017 3.4567 -0.0871 -0.0305 0.0281
Cl -8.0868 -3.2477 4.4314 0.0199 0.0256 0.0044
H -8.7639 -4.2014 1.7912 0.0585 0.0250 0.0129
H -10.2447 -3.3147 1.4411 0.0492 0.1046 0.0800
H -10.2580 -3.8775 3.7992 0.0351 -0.0455 -0.0269
H -10.0192 -2.1323 3.6669 0.0783 0.0368 0.0072
Cl -6.7852 4.1777 -8.0364 0.0085 -0.0343 0.0370
C -6.0593 3.5252 -9.5290 0.0812 0.0100 -0.0750
C -7.0487 3.4582 -10.6632 0.0273 0.0607 -0.0780
Cl -8.3124 2.2328 -10.3827 -0.0217 0.0097 0.0078
H -5.6483 2.5475 -9.2986 -0.0637 -0.0242 0.0362
H -5.2385 4.1883 -9.7972 -0.0280 0.0320 -0.0151
H -6.5327 3.1785 -11.5801 0.0301 -0.0401 0.0266
H -7.5394 4.4151 -10.8211 -0.0519 -0.0141 0.0567
Cl -15.0358 -4.3777 -0.7489 -0.0020 0.0092 0.0255
C -13.4685 -3.6811 -1.2320 -0.0061 0.0646 -0.0623
C -12.3294 -4.6448 -1.0240 0.1132 0.0193 -0.1283
Cl -12.0077 -4.9451 0.7048 -0.2030 -0.1725 -0.0409
H -13.3211 -2.7637 -0.6681 -0.0157 -0.0300 0.0591
H -13.5442 -3.4297 -2.2885 0.0153 -0.0474 -0.0149
H -11.4160 -4.2311 -1.4488 -0.0066 0.0489 0.0307
H -12.5253 -5.6031 -1.4972 -0.0559 -0.0271 0.0699